C38H36N8O6PdS3 | ωB97M-V with the def2-TZVPD basis set

```
92
C38H36N8O6PdS3 (ωB97M-V with the def2-TZVPD basis set)
Pd 14.45408 14.52552 8.35678
O 16.47746 14.35299 8.48743
C 17.23479 14.56885 9.49128
C 16.88889 14.56631 10.87093
C 17.90728 14.68602 11.75959
C 17.63904 14.80900 13.13716
C 16.35237 14.99358 13.63346
C 15.30536 14.95550 12.72138
C 15.51915 14.52545 11.40196
O 14.49745 14.09595 10.72971
N 18.74090 14.63800 14.07208
O 18.46952 14.66210 15.30761
O 19.85216 14.29017 13.57726
H 18.32399 14.58628 9.37000
H 18.93430 14.67874 11.44902
H 16.23822 15.00919 14.69619
H 14.27114 15.13426 12.93323
C 10.00188 9.58154 6.04251
C 9.48090 10.44377 7.16546
C 10.05662 10.51380 8.44601
C 9.52427 11.26952 9.47055
C 8.44122 12.12516 9.17042
N 7.85687 12.90951 10.18197
C 8.48186 13.71136 11.16200
O 8.04759 13.83881 12.31250
N 9.66762 14.28600 10.76400
C 10.33072 14.45925 9.53895
C 9.67591 14.80076 8.34100
C 10.37601 14.85959 7.15480
C 11.77347 14.81441 7.19035
N 12.43262 14.49852 8.31444
C 11.72157 14.29572 9.44287
C 7.92666 12.13642 7.86792
C 8.36205 11.21603 6.92940
H 10.47434 10.14320 5.22654
H 9.19210 9.03541 5.58194
H 10.78680 8.89421 6.37580
H 10.94100 9.86426 8.58661
H 9.94930 11.30985 10.46720
H 6.93166 12.56100 10.49680
H 10.03865 14.85550 11.50985
H 8.61213 14.99413 8.33939
H 9.74344 14.90722 6.23549
H 12.33312 14.98463 6.26770
H 12.30567 14.06621 10.37209
H 7.11671 12.86349 7.59797
H 7.80990 11.10152 5.99787
S 13.16435 22.19670 8.22366
C 13.26086 20.52579 8.45606
S 13.05727 19.32795 7.29870
C 14.11621 18.16367 8.27646
N 14.23711 18.67366 9.55144
N 13.71637 19.94170 9.58422
C 13.82137 20.68166 10.79672
C 14.94110 20.51875 11.61615
C 15.10265 21.42229 12.67664
C 14.03311 22.24523 13.10447
C 12.81838 22.14424 12.45519
C 12.75718 21.49392 11.25899
S 14.98104 16.88831 7.63781
H 15.75988 19.81830 11.34681
H 15.96621 21.48180 13.31108
H 14.12981 22.84470 13.98404
H 11.90604 22.64417 12.81548
H 11.88868 21.55559 10.62462
C 11.76926 7.74688 12.31633
C 13.17882 7.92795 11.79492
N 13.48660 9.30094 11.27123
C 13.28188 10.41184 12.25722
C 14.51700 10.83644 13.05499
C 14.40886 9.20681 10.21500
O 14.72210 8.02066 9.88530
C 14.76610 10.28612 9.36367
C 15.71702 9.93726 8.35444
C 16.03289 10.82980 7.38275
C 15.49107 12.13387 7.42140
N 14.61450 12.47033 8.34721
C 14.27565 11.60297 9.32655
H 11.57635 6.69735 12.48572
H 11.04742 8.08448 11.55574
H 11.56377 8.31808 13.20911
H 13.41904 7.25007 10.96392
H 13.86898 7.67642 12.57844
H 12.47093 9.95630 12.92086
H 12.80513 11.19956 11.71707
H 15.04844 9.95506 13.40303
H 14.17716 11.46046 13.86312
H 15.15958 11.39380 12.34882
H 16.18221 8.95148 8.47757
H 16.80895 10.71215 6.64213
H 15.62871 12.89272 6.69353
H 13.59213 11.96620 10.09057
```

expectation value of S² = 2.057
max |F| = 5.16 eV Å⁻¹
total energy = -100174.9106 eV
highest occupied orbital energy (alpha / beta) = -0.2439 / -0.2736 hartree
LUMO (alpha / beta) = -0.0164 / -0.1231 hartree
net charge = 0
2S+1 = 3
frontier orbital gap (alpha / beta) = 6.2 / 4.1 eV